Here is C21H46LaNO2P3 as an isolated structure in a non-equilibrium geometry from the Open Molecules 2025 dataset. Energies are from wB97M-V/def2-TZVPD.

Structure (XYZ):
```
74
Properties=species:S:1:pos:R:3:forces:R:3
La -0.60918 0.98300 -0.63061 1.47 -4.69 4.13
P 1.84110 -0.80339 1.84379 1.50 -1.21 0.39
P 2.28246 2.36238 0.08238 -0.48 0.87 -0.06
P -1.02418 -2.55714 -0.20436 -0.05 -0.29 -0.23
H 0.06346 2.79367 -3.15477 -0.31 -0.35 0.87
C -0.85897 2.40835 -2.69111 -2.23 2.39 -1.67
C -1.54914 2.94802 -1.64349 -0.37 1.86 -2.17
H -1.11998 3.62761 -0.87716 -0.02 0.05 -0.84
C 3.25535 -1.68986 1.05078 -0.38 0.26 -0.39
C 2.75489 0.25023 3.04062 -0.38 0.63 -0.27
C 1.28602 -2.09337 3.04003 -0.80 0.01 -0.21
C 1.89609 3.59708 -1.23161 -0.02 0.04 -0.28
C 2.56773 3.56141 1.44669 0.09 -0.11 0.11
C 3.93645 1.80164 -0.47960 -0.16 -0.33 -0.04
C -2.33467 -3.05285 -1.40049 -0.31 0.48 0.05
C -1.49312 -3.60586 1.24040 -0.25 0.33 0.32
C 0.36601 -3.50802 -0.94166 0.04 0.18 0.01
H -1.33422 1.63381 -3.31123 -0.09 0.62 0.25
H -2.62404 2.73159 -1.43966 0.81 -0.32 -0.24
H 4.00174 -1.95053 1.82166 -0.33 0.13 -0.31
H 3.69780 -1.03076 0.28687 -0.03 -0.41 0.31
H 2.87470 -2.60399 0.57101 0.24 0.32 0.10
H 3.24924 -0.41418 3.75716 -0.05 0.04 -0.16
H 2.04820 0.89152 3.57843 0.27 -0.05 0.03
H 3.50149 0.87896 2.54738 -0.10 -0.13 0.08
H 2.14452 -2.67464 3.39974 -0.04 0.22 -0.23
H 0.56902 -2.76955 2.55876 0.24 0.14 0.26
H 0.80193 -1.62828 3.90930 0.09 -0.14 -0.27
H 2.84055 3.96585 -1.65512 -0.43 0.28 0.14
H 1.30237 4.40769 -0.78341 0.32 -0.07 -0.25
H 1.31221 3.17694 -2.05899 0.57 0.16 0.35
H 3.46444 4.17286 1.27386 -0.23 -0.17 0.02
H 2.65469 3.04915 2.40816 0.09 0.14 -0.12
H 1.69458 4.22306 1.49711 0.18 -0.11 0.03
H 4.30571 2.51499 -1.22768 0.07 -0.24 0.28
H 3.82206 0.81572 -0.94851 0.22 0.25 0.04
H 4.65139 1.73184 0.34782 -0.16 -0.02 -0.16
H -2.67951 -4.07637 -1.20305 0.16 0.26 -0.15
H -1.97043 -2.96945 -2.43259 -0.09 -0.09 0.32
H -3.17714 -2.35875 -1.27891 0.00 -0.31 -0.14
H -2.27429 -4.32507 0.95569 0.35 0.14 0.15
H -1.90189 -2.94276 2.01882 0.07 -0.38 -0.12
H -0.62934 -4.14121 1.65732 -0.31 0.08 -0.20
H -0.05136 -4.35500 -1.49782 0.25 0.06 0.14
H 1.05963 -3.87405 -0.17753 -0.12 0.05 -0.16
H 0.91038 -2.85024 -1.62830 0.01 -0.20 0.01
C -0.64145 -0.93307 -3.72613 -0.35 0.82 1.66
C 0.66999 -1.08667 -4.26133 0.44 -0.29 -1.04
C 0.81942 -1.68094 -5.50934 0.91 0.74 1.07
C -0.28869 -2.11490 -6.24146 0.00 -0.36 -0.48
C -1.57960 -2.00109 -5.71934 -0.98 0.49 0.82
C -1.76932 -1.31871 -4.52298 -0.31 -0.92 -0.65
O -0.81028 -0.44503 -2.51010 0.02 -0.53 -2.36
H 1.10399 -0.15193 -1.00968 1.16 -0.71 0.54
H 1.50118 -0.66064 -3.69544 -0.12 -0.41 -0.18
H 1.80841 -1.80230 -5.95078 -0.20 0.12 0.19
H -0.13897 -2.51429 -7.24729 -0.06 -0.02 0.37
H -2.43105 -2.44426 -6.25413 0.39 0.50 0.19
H -2.76935 -1.13477 -4.14035 0.15 -0.13 0.03
C -3.45745 1.67690 4.51924 0.10 -0.08 0.49
N -3.10742 1.65327 3.10213 1.09 -0.47 -0.55
C -4.04944 2.15998 2.11827 -0.52 0.12 -0.11
C -1.96540 1.16038 2.65535 -1.13 0.41 -0.22
C -0.95843 0.67304 3.63612 0.30 -0.08 0.02
O -1.79005 1.13307 1.38032 0.58 0.04 0.52
H -4.45284 2.11569 4.58084 0.21 -0.12 0.31
H -2.74207 2.28332 5.09588 -0.33 -0.11 -0.21
H -3.46747 0.65856 4.94167 -0.11 0.40 -0.19
H -3.61120 2.97666 1.53160 -0.10 -0.13 0.24
H -4.36628 1.36631 1.43093 0.02 0.15 0.22
H -4.90326 2.52171 2.68484 -0.09 0.10 -0.37
H -0.04355 0.35902 3.12487 -0.42 0.15 0.09
H -1.36676 -0.17441 4.20160 0.10 0.17 -0.06
H -0.71734 1.47307 4.34858 -0.05 -0.22 -0.09
```
Forces are in eV/Å.

For the HOMO-LUMO gap (spin up / spin down), the calculation gives 4.639 / 5.583 eV. For the energy above the lowest of the compared OMol25 structures with the same formula, charge and spin, the calculation gives 49.1 kcal per mole. For the electronic energy, the calculation gives -2087.596711 Eh. The value obtained for the HOMO energy (spin up / spin down) is -16.2454 / -16.5033 eV. The max |F| is 0.1249 hartree/bohr. Its net charge is +3.